(1)
This record from the OMol25 dataset describes a structure of composition C31H49BrCl2OP3PbS. The level of theory is ωB97M-V/def2-TZVPD.

Values from the calculation:
frontier orbital gap = 6.2692 eV

```
! RIJCOSX wB97M-V def2-TZVPD def2/J DEFGRID3
* xyz 3 1
Pb 0.09 0.14 0.92
Br 0.28 -0.46 3.93
Cl 2.25 -1.58 -1.28
Cl 4.33 -1.89 0.80
S 1.06 1.50 -2.48
P -0.51 -2.50 1.07
P -2.48 0.47 -0.21
P -0.96 2.49 1.99
O 0.10 1.31 -1.25
C -1.89 -3.16 2.07
C 0.98 -0.09 -4.63
C -2.87 2.24 0.01
C -3.66 -0.35 0.90
C -1.81 -4.15 -0.86
C -1.96 -2.81 3.56
C -0.94 2.89 3.76
C 1.78 0.70 4.05
C -0.03 3.81 1.17
C -2.68 2.71 1.46
C -0.87 -2.96 -0.66
C -0.79 -0.14 -6.27
C 0.44 -0.59 -5.81
C -3.11 0.10 -1.87
C 4.03 2.06 0.70
C -1.36 -0.66 -7.56
C 2.21 1.01 5.31
C 3.36 1.80 5.48
C 3.90 -2.19 -0.87
C 0.28 0.88 -3.92
C 4.39 2.36 1.98
C 0.99 3.26 -2.77
C 2.06 0.93 1.51
C 3.61 1.92 3.08
C 4.05 2.23 4.39
C 0.98 -3.35 1.67
C 1.09 -4.81 1.22
C 2.43 1.15 2.87
C -0.95 1.35 -4.37
C 2.84 1.34 0.47
C -1.48 0.84 -5.54
H -1.43 -5.06 -0.38
H -1.77 -4.24 1.95
H -1.46 2.14 -3.85
H -1.48 2.15 4.33
H -0.84 -1.54 -7.91
H 0.11 3.57 0.12
H -2.83 -2.90 1.58
H 4.95 2.82 4.51
H -2.72 -0.84 -2.26
H 1.95 -0.44 -4.28
H -4.20 0.03 -1.81
H -3.90 2.39 -0.31
H 1.52 3.76 -1.96
H -2.84 0.90 -2.55
H 0.96 3.90 1.63
H -2.81 -3.97 -0.48
H -1.04 -3.06 4.09
H -2.76 -3.39 4.02
H -1.40 3.87 3.89
H 1.85 -2.77 1.35
H -3.82 -1.38 0.55
H -4.63 0.16 0.85
H -1.89 -4.36 -1.93
H 4.59 -1.66 -1.52
H -2.19 -1.76 3.72
H 3.90 -3.26 -1.07
H 1.14 -4.90 0.13
H -2.23 2.80 -0.68
H 0.26 -5.42 1.58
H 3.69 2.04 6.48
H 2.00 -5.24 1.63
H -3.33 2.15 2.14
H -2.95 3.76 1.56
H -2.42 1.21 -5.91
H 0.95 -3.28 2.76
H 1.68 0.62 6.17
H 1.50 3.44 -3.72
H 0.09 -3.14 -1.13
H -2.42 -0.89 -7.45
H -1.28 -2.07 -1.15
H 0.99 -1.33 -6.37
H -0.56 4.75 1.28
H 5.29 2.92 2.18
H -1.28 0.11 -8.34
H -3.33 -0.37 1.93
H -0.05 3.58 -2.82
H 2.57 1.12 -0.55
H 0.09 2.93 4.12
H 4.64 2.38 -0.13
*
```

***

(2)
This record from the OMol25 dataset describes a structure of composition C31H49BrN2OP2Ti at a distorted geometry. The level of theory is ωB97M-V/def2-TZVPD.

Values from the calculation:
frontier orbital gap (alpha / beta) = 6.0631 / 4.1429 eV
ΔE to the lowest compared entry with this formula, charge and spin = 52.7 kcal per mole

```
! RIJCOSX wB97M-V def2-TZVPD def2/J DEFGRID3
* xyz 2 3
Br -1.07 -2.03 1.14
Ti -0.47 0.26 0.63
P -2.23 -3.22 -2.52
P 2.38 -1.26 0.64
O -0.50 1.16 2.28
N -0.91 6.78 -6.01
N -1.84 0.98 4.07
C -1.04 6.41 -3.67
C 3.82 -0.37 1.38
C 0.42 2.57 -0.27
C 3.14 -2.08 -0.81
C 0.69 2.44 5.28
C -0.50 -3.48 -1.94
C -2.91 -1.35 -4.54
C -0.07 -4.92 -2.23
C -2.16 1.09 5.50
C 0.08 0.00 -1.41
C -4.73 -4.01 -1.37
C 0.58 1.17 4.42
C 3.32 -3.88 1.81
C -0.63 1.12 3.54
C -1.72 2.45 6.06
C -2.48 -1.48 -3.07
C -1.31 5.04 -3.88
C -1.07 0.87 -1.16
C 3.43 -1.10 -1.94
C -1.34 4.06 -2.80
C -0.81 7.24 -4.78
C -1.25 3.16 -1.95
C 1.23 0.25 -0.58
C -0.73 2.26 -1.01
C -1.51 4.63 -5.22
C -0.27 2.50 6.47
C -3.34 -3.42 -1.07
C 1.37 1.56 -0.06
C 2.35 -2.69 1.89
C -1.26 5.53 -6.27
C 5.11 -1.18 1.48
H -1.35 5.20 -7.30
H -0.50 -3.27 -0.85
H 4.35 -3.61 1.57
H -0.54 8.29 -4.63
H 1.32 -3.07 1.87
H 0.21 -2.77 -2.38
H 1.47 1.12 3.77
H 3.00 -4.64 1.09
H 2.46 -2.89 -1.12
H 0.63 3.63 -0.08
H -3.77 -1.97 -4.78
H 0.59 0.25 5.03
H 5.02 -1.95 2.25
H 3.49 -0.04 2.38
H -2.57 0.63 3.45
H 3.99 0.55 0.80
H -3.23 -1.04 -2.39
H -0.50 -5.59 -1.48
H -0.08 3.43 7.00
H -2.07 -1.63 -5.19
H -0.05 1.70 7.19
H 4.06 -2.56 -0.47
H 2.47 -2.21 2.87
H -3.45 -2.42 -0.62
H -1.83 3.62 -5.45
H 4.29 -0.46 -1.70
H -2.82 -4.04 -0.32
H -0.43 -5.23 -3.22
H 3.35 -4.38 2.78
H -4.66 -4.99 -1.86
H 3.65 -1.66 -2.85
H -1.56 -0.91 -2.93
H 1.02 -5.04 -2.20
H -2.35 2.70 6.92
H 2.58 -0.45 -2.16
H 0.50 3.31 4.64
H 5.39 -1.66 0.54
H 5.94 -0.53 1.77
H -5.32 -3.34 -2.00
H -5.26 -4.16 -0.42
H -2.10 0.59 -1.39
H -3.23 0.98 5.62
H -1.93 3.24 5.34
H 1.71 2.51 5.66
H -3.15 -0.30 -4.75
H -0.05 -0.92 -1.96
H -1.00 6.82 -2.67
H 2.23 1.78 0.55
H -1.69 0.27 6.06
*
```

***

(3)
This record from the OMol25 dataset describes a structure of composition C31H49BrO2P2Yb at a distorted geometry. The level of theory is ωB97M-V/def2-TZVPD.

Values from the calculation:
frontier orbital gap (alpha / beta) = 8.0698 / 8.0833 eV

```
! RIJCOSX wB97M-V def2-TZVPD def2/J DEFGRID3
* xyz 1 2
Yb -0.02 0.02 -0.02
Br 0.46 1.82 5.49
P 0.99 -2.33 -0.25
P 1.74 1.79 0.60
O 0.52 -0.41 2.35
O 2.58 -0.89 3.01
C -2.20 -0.72 -0.35
C -1.67 0.83 1.36
C -1.72 3.08 -0.02
C -0.92 0.47 -5.47
C 1.39 2.59 2.18
C 0.68 -2.81 6.30
C 0.07 -1.60 -4.49
C -0.04 1.62 -4.91
C -0.19 -3.65 -0.63
C -0.96 -0.75 -4.58
C 1.37 -0.70 3.24
C -1.68 1.58 0.12
C 0.93 -1.00 4.67
C -3.06 -1.85 -0.83
C -2.14 -1.65 2.10
C 2.62 -2.62 -0.92
C 0.53 1.28 -3.58
C 1.96 3.27 -0.38
C 0.17 -0.55 6.94
C -1.93 -0.58 1.07
C 3.44 1.24 0.84
C 1.39 -3.17 1.30
C -2.06 0.64 -0.95
C -2.86 1.15 -2.07
C 0.24 -1.90 7.26
C -1.64 1.42 2.72
C 0.52 -0.09 5.66
C 1.02 -2.37 5.02
C 1.56 0.40 -3.43
C 2.24 -0.27 -4.58
C 1.37 -1.38 -5.22
H -4.12 -1.61 -0.60
H 2.60 -2.81 -2.00
H -3.81 1.56 -1.66
H 1.16 -1.10 -6.26
H 2.28 -2.76 1.78
H 0.41 -4.48 -1.02
H 2.62 3.94 0.20
H -3.22 -1.75 2.35
H -0.63 2.56 -4.84
H 3.20 -0.69 -4.24
H -0.07 -2.61 -4.09
H -1.40 3.46 -1.01
H -2.41 2.00 -2.62
H -0.02 -2.24 8.26
H 1.60 -4.22 1.05
H 3.35 -1.81 -0.71
H 3.93 0.95 -0.10
H -1.93 0.82 -5.74
H 0.53 3.26 2.13
H -2.87 -2.81 -0.31
H 2.51 0.47 -5.35
H -2.77 3.45 0.11
H -1.62 -1.45 3.06
H 0.76 1.86 -5.63
H 3.99 2.09 1.26
H 2.27 3.21 2.41
H 0.00 1.78 -2.76
H -3.07 -2.10 -1.91
H 1.02 3.81 -0.57
H -0.91 0.96 3.40
H -0.15 0.16 7.71
H -0.72 -4.01 0.28
H 0.56 -3.17 2.03
H 3.03 -3.53 -0.47
H -0.50 0.18 -6.45
H 3.53 0.39 1.55
H 2.45 3.08 -1.34
H -1.95 -1.07 -4.21
H -1.80 -2.67 1.79
H 1.37 -3.10 4.29
H -2.62 1.29 3.22
H -0.99 -3.43 -1.35
H 1.92 -2.33 -5.31
H -1.12 3.63 0.73
H -3.19 0.40 -2.80
H 0.75 -3.87 6.55
H -1.45 2.51 2.75
H 1.96 0.05 -2.47
H 1.24 1.92 3.04
*
```